Molecular formula: C20H30I2N5O3
Method: DFT, ωB97M-V/def2-TZVPD

Total charge: +1
Energy in eV: -51002.5238
2S+1: 1

Each line ends with the Löwdin charge.
CARTESIAN COORDINATES (ANGSTROEM)
C 2.438 5.675 -1.440  -0.147
C 2.017 5.622 -3.023  -0.206
C 1.973 4.118 -3.681  -0.186
O 0.926 3.354 -2.989  -0.087
C 1.454 2.210 -2.238  -0.032
N 2.788 2.298 -1.479  0.081
C 3.145 0.987 -0.817  0.071
C 1.813 0.094 -1.281  -0.110
C 1.916 -1.433 -0.715  -0.744
I 1.145 -2.999 -2.026  0.793
C 1.303 -1.477 0.837  -0.739
C 2.472 -0.940 1.907  -0.198
I 0.870 -3.560 1.502  0.742
N 0.806 0.843 -2.120  0.038
C -0.448 0.242 -2.690  -0.164
C -1.706 1.234 -2.941  -0.181
C -2.859 1.230 -1.748  -0.168
C -4.250 1.777 -2.500  -0.251
N -5.055 2.732 -1.644  -0.057
C -6.020 1.930 -0.788  -0.381
N -6.920 0.990 -1.268  0.090
N -5.964 2.220 0.725  0.021
H 1.804 4.992 -0.731  0.079
H 3.584 5.443 -1.297  0.078
H 2.289 6.792 -1.065  0.099
H 0.910 6.064 -3.084  0.132
H 2.701 6.329 -3.677  0.131
H 1.586 4.265 -4.801  0.154
H 3.009 3.583 -3.771  0.140
H 3.470 3.084 -1.398  0.135
H 4.070 0.638 -0.186  0.142
H 3.080 -1.658 -0.574  0.098
H 0.376 -0.764 0.983  0.102
H 3.567 -1.043 1.458  0.079
H 2.299 0.234 2.017  0.088
H 2.419 -1.476 2.946  0.067
H -0.221 -0.345 -3.700  0.142
H -0.808 -0.602 -1.926  0.117
H -2.274 0.835 -3.912  0.135
H -1.463 2.355 -3.155  0.115
H -3.103 0.147 -1.369  0.118
H -2.641 2.007 -0.900  0.113
H -4.883 0.872 -2.940  0.127
H -3.916 2.404 -3.460  0.124
H -5.581 3.417 -2.266  0.130
H -7.389 0.623 -0.405  0.046
H -4.999 2.643 0.869  0.072
H -6.667 2.999 0.864  0.087
C 0.460 -5.732 5.179  0.009
C 0.003 -6.968 5.399  0.026
C 0.922 -8.077 5.727  -0.380
O 0.505 -9.209 5.927  0.110
C 2.363 -7.766 5.804  0.026
C 2.819 -6.529 5.584  0.022
C 1.901 -5.420 5.256  -0.396
O 2.318 -4.288 5.056  0.061
H -0.200 -4.907 4.936  0.115
H -1.051 -7.213 5.347  0.125
H 3.022 -8.590 6.047  0.125
H 3.874 -6.285 5.636  0.123

Cartesian forces, eV/Å:
0.4 0.9 -0.1
-0.7 0.0 0.3
0.5 2.4 -1.8
2.3 -4.2 2.3
1.2 -0.1 0.5
-2.7 -3.9 -0.3
-6.9 -0.7 -3.9
4.2 1.6 1.6
0.4 1.2 1.4
0.4 0.9 0.1
1.1 1.0 0.6
0.0 1.1 -0.6
0.0 1.2 -0.3
6.2 3.0 2.6
-1.9 -1.4 -0.8
-1.4 0.0 0.0
-1.1 0.5 -1.1
0.8 0.1 -1.7
-1.3 -2.0 -0.2
-3.1 -2.3 -0.2
4.1 4.2 2.6
0.7 1.3 -2.9
1.1 1.2 -1.6
-2.2 0.4 -0.3
0.3 -2.4 -0.8
2.4 -1.1 0.0
-1.3 -1.6 1.4
0.7 -0.5 2.5
-2.0 0.8 0.6
-1.5 -0.4 -0.6
-2.1 1.2 -1.6
-2.7 0.6 -0.6
1.7 -1.8 -0.5
-2.3 -0.2 1.0
0.4 -2.5 0.0
0.0 1.1 -2.1
0.0 1.5 2.2
1.0 2.0 -1.6
1.4 0.7 2.1
0.0 -2.2 0.4
0.8 2.1 -0.5
-0.2 -1.7 -1.5
1.3 1.8 1.2
-0.6 -1.3 2.1
0.7 -1.4 1.1
0.5 0.3 -0.8
-1.7 -0.4 -0.1
1.1 -1.1 0.0
-0.3 -0.3 0.0
-0.1 0.5 -0.1
-0.3 -1.0 0.2
0.3 0.9 -0.2
0.4 0.3 0.0
0.1 -0.4 0.1
0.3 0.7 -0.1
-0.2 -0.6 0.1
0.0 0.0 0.0
0.0 0.0 0.0
-0.1 0.0 0.0
0.0 0.0 0.0

***

Molecular formula: C20H30N2O3
Method: DFT, ωB97M-V/def2-TZVPD

Energy in eV: -30350.7416
2S+1: 1
SMILES: CCCCNC(=O)N1CCC[C@H](C(=O)c2cc(C)c(OC)c(C)c2)C1

Each line ends with the Löwdin charge.
CARTESIAN COORDINATES (ANGSTROEM)
C 2.805 -0.728 6.608  -0.119
C 2.936 0.033 5.295  -0.278
C 2.789 -0.891 4.089  -0.213
C 2.933 -0.128 2.773  -0.195
N 2.778 -1.010 1.640  0.071
C 1.964 -0.695 0.594  -0.519
O 1.278 0.313 0.589  0.049
N 2.001 -1.561 -0.482  -0.047
C 2.191 -2.992 -0.348  -0.157
C 0.861 -3.682 -0.025  -0.160
C -0.182 -3.349 -1.089  -0.152
C -0.317 -1.832 -1.240  -0.223
C -1.282 -1.460 -2.352  -0.321
O -1.562 -2.253 -3.229  0.095
C -1.843 -0.093 -2.331  -0.131
C -2.818 0.220 -3.280  0.030
C -3.385 1.474 -3.343  -0.184
C -4.436 1.805 -4.357  -0.031
C -2.965 2.467 -2.440  -0.190
O -3.600 3.675 -2.583  -0.088
C -2.850 4.870 -2.536  -0.079
C -2.014 2.167 -1.456  -0.173
C -1.591 3.141 -0.393  -0.035
C -1.469 0.891 -1.420  0.021
C 1.075 -1.254 -1.555  -0.103
H 3.571 -1.496 6.684  0.070
H 1.831 -1.208 6.675  0.071
H 2.912 -0.052 7.454  0.067
H 3.911 0.524 5.255  0.107
H 2.172 0.811 5.246  0.110
H 3.550 -1.674 4.138  0.112
H 1.810 -1.375 4.116  0.117
H 2.155 0.633 2.683  0.120
H 3.911 0.370 2.737  0.127
H 3.474 -1.727 1.530  0.126
H 2.930 -3.221 0.421  0.107
H 2.575 -3.361 -1.304  0.128
H 1.013 -4.761 0.031  0.112
H 0.513 -3.335 0.951  0.117
H -1.147 -3.780 -0.819  0.123
H 0.112 -3.775 -2.050  0.120
H -0.660 -1.401 -0.297  0.148
H -3.117 -0.549 -3.978  0.122
H -5.373 2.048 -3.857  0.087
H -4.141 2.678 -4.936  0.084
H -4.598 0.967 -5.028  0.078
H -1.842 4.727 -2.932  0.102
H -2.792 5.282 -1.525  0.081
H -3.383 5.580 -3.171  0.093
H -2.460 3.612 0.064  0.086
H -1.036 2.613 0.379  0.079
H -0.942 3.918 -0.792  0.080
H -0.738 0.693 -0.652  0.090
H 1.035 -0.171 -1.671  0.123
H 1.459 -1.698 -2.477  0.142

Cartesian forces, eV/Å:
0.0 0.2 -0.1
0.0 -0.3 0.0
0.1 0.5 -0.1
-0.2 -0.1 0.3
0.2 -0.2 0.1
0.4 -0.2 -0.1
-0.3 0.4 0.0
0.1 0.1 -0.2
-0.1 -0.3 0.3
0.1 0.0 -0.2
-0.1 0.1 0.2
0.1 -0.4 -0.3
0.2 -0.2 0.3
0.0 0.0 0.0
-0.4 0.5 -0.2
0.2 0.0 0.2
0.0 0.2 0.0
0.0 0.1 0.0
0.1 -0.4 -0.1
0.0 -0.5 0.2
0.1 0.3 -0.1
-0.2 0.3 -0.1
0.0 0.0 0.0
-0.1 -0.3 -0.3
-0.2 0.4 0.1
0.1 -0.1 0.1
-0.1 -0.1 0.1
0.0 0.0 0.1
0.0 0.1 0.0
0.0 0.1 0.0
0.0 -0.1 0.0
0.0 -0.1 0.0
0.2 0.0 0.0
-0.1 0.0 0.0
-0.1 0.0 -0.1
0.0 0.0 -0.1
0.1 0.0 0.1
0.0 0.0 0.1
0.0 0.0 0.1
0.0 -0.1 -0.1
-0.1 0.0 0.0
0.0 0.1 0.0
0.0 0.0 -0.1
-0.1 0.0 -0.1
-0.1 0.0 -0.1
0.0 0.0 0.0
0.0 0.0 0.0
0.0 -0.1 -0.1
0.1 0.0 0.1
0.0 0.1 0.1
0.0 0.0 0.1
0.0 0.1 0.1
0.1 -0.1 0.1
0.0 -0.1 -0.1
0.0 0.0 0.0